1.
The following is a quantum chemistry calculation of the molecule C3H5FO at a distorted geometry, from OMol25.

Bonds (Å) are listed after each position.
Atoms and positions in Å:
1 O -2.0973 -0.4754 0.4174  C2 1.163
2 C -1.1733 -0.5124 -0.2882  O1 1.163, C3 1.442, H6 1.109
3 C -0.1818 0.5346 -0.3001  C2 1.442, C4 1.507, H7 1.085, H8 1.115
4 C 1.0531 0.1477 0.4725  C3 1.507, F5 1.315, H9 1.142, H10 1.136
5 F 1.4813 -0.9848 -0.0412  C4 1.315
6 H -1.0825 -1.4951 -0.7948  C2 1.109
7 H -0.7374 1.3536 0.1438  C3 1.085
8 H 0.1852 0.6991 -1.3401  C3 1.115
9 H 0.7130 -0.1955 1.5069  C4 1.142
10 H 1.8396 0.9282 0.2238  C4 1.136

As for the gap between HOMO and LUMO: 10.78 eV. As for the molar mass: 76.07 g mol⁻¹.

Mulliken atomic charge list, values in e, 5 entries: -0.410, -0.061, -0.478, -0.243, -0.271

2.
The following is a quantum chemistry calculation of the molecule C3H5FO at a distorted geometry, from OMol25.

Bonds (Å) are listed after each position.
Atoms and positions in Å:
1 C -0.8421 1.1234 -0.7045  C2 1.286, H6 1.059, H7 1.078
2 C 0.0073 0.3015 -0.1983  C1 1.286, C3 1.489, O4 1.603
3 C -0.0375 -0.6713 0.9275  C2 1.489, H8 1.123, H9 1.115, H10 1.252
4 O 1.2413 0.0496 -1.1906  C2 1.603, F5 1.358
5 F 1.9843 -1.0202 -0.8064  O4 1.358
6 H -0.5653 1.4855 -1.6600  C1 1.059
7 H -1.7307 1.3904 -0.1552  C1 1.078
8 H -1.0456 -0.5171 1.3978  C3 1.123
9 H 0.2296 -1.6736 0.5179  C3 1.115
10 H 0.7587 -0.4681 1.8718  C3 1.252

As for the gap between HOMO and LUMO: 10.69 eV. As for the molar mass: 76.07 g mol⁻¹.

Mulliken atomic charge list, values in e, 5 entries: -0.806, 0.592, -0.805, -0.197, -0.145

Q: What is the molar mass in the second record?
A: 76.07 g mol⁻¹